Run a
C4H8N2OS in the gas phase. Source: the OMol25 dataset; level of theory: wB97M-V/def2-TZVPD.

As for the frontier orbital gap: 0.3683 Eh. Its structure (SMILES) is O=[S@@H]1=NCC=CCN1. The HOMO energy is -9.59 eV.

Atoms and positions in Å:
C: -1.40829 1.00744 0.23925
C: -1.46178 -0.32388 0.11097
C: -0.14286 1.84518 0.14577
C: -0.54582 -1.46266 -0.36197
N: 0.88877 1.18605 -0.70544
N: 0.70037 -1.27351 0.37222
O: 3.00022 0.11926 0.76286
S: 1.67725 0.00304 -0.19005
H: -2.30344 1.55062 0.44382
H: -2.44781 -0.73734 0.29091
H: -0.48128 2.92100 -0.08723
H: 0.23390 1.79472 1.16717
H: -0.79852 -2.45413 -0.09819
H: -0.22844 -1.54163 -1.42757
H: 1.30147 -1.99976 0.69934
H: 2.01625 -0.63441 -1.36187

Run b
C4H8N2OS in the gas phase. Source: the OMol25 dataset; level of theory: wB97M-V/def2-TZVPD.

As for the frontier orbital gap: 0.3296 Eh. Its structure (SMILES) is COC(/C=C\N)=N/S. The HOMO energy is -8.28 eV.

Atoms and positions in Å:
C: -2.97160 0.15773 0.21177
C: -0.65229 -0.23478 0.09392
C: 0.21617 -1.22675 -0.68202
C: 1.44241 -1.55582 -0.28502
H: -3.03100 0.92474 -0.63026
H: -2.70238 0.66442 1.08994
H: -3.85003 -0.51484 0.15748
H: -0.32917 -1.73921 -1.43593
H: 1.92037 -2.38320 -0.72996
H: 1.49233 -0.20314 1.13086
H: 3.16220 -0.72582 0.83142
H: 1.43344 0.89526 -1.33413
N: 2.01670 -1.04358 0.85927
N: -0.24710 0.94116 0.44446
O: -1.92149 -0.81801 -0.03024
S: 1.04255 1.71878 -0.24972

Energies, relative to the best one, in hartree: run a 0.0634; run b 0.0000.

Run a
A molecular structure, C13H14MnN4O4. Source: the OMol25 dataset; level of theory: wB97M-V/def2-TZVPD.

As for the frontier orbital gap (spin up / spin down): 0.2912 / 0.2928 Eh. As for the spin multiplicity: 2. The HOMO energy (spin up / spin down) is -8.85 / -8.89 eV. Its expectation value of S² is 0.763.

Atoms and positions in Å:
Mn: 1.04162 1.04487 -0.12145
N: -0.53872 2.13557 -1.09449
C: -1.13542 3.06679 -0.12065
C: -0.15353 3.33024 1.01973
O: -0.28878 4.30006 1.74601
N: 0.76057 2.34919 1.15462
C: 1.71921 2.37975 2.23893
C: 2.67939 1.19701 2.08426
O: 3.52129 0.97462 2.92494
O: 2.47117 0.44619 1.02620
H: 0.10332 2.62924 -1.70673
H: -1.23779 1.69583 -1.68127
H: -2.01865 2.59930 0.31813
H: -1.44437 4.01601 -0.55707
H: 1.23315 2.28767 3.21514
H: 2.28149 3.31538 2.26313
N: -0.05589 -0.40657 1.46423
C: -0.67395 -1.50086 0.80769
C: -1.55208 -2.37482 1.38154
C: -2.09988 -3.43828 0.62992
C: -1.74236 -3.62553 -0.67262
C: -0.84254 -2.72894 -1.29871
C: -0.43870 -2.85064 -2.64709
C: 0.41087 -1.92378 -3.17300
C: 0.84780 -0.85448 -2.36861
N: 0.48861 -0.70514 -1.11138
C: -0.32980 -1.64888 -0.55829
H: 0.88727 -0.62875 1.78107
H: -0.60226 -0.03981 2.23195
H: -1.81484 -2.25801 2.42553
H: -2.79163 -4.11884 1.10750
H: -2.13873 -4.45210 -1.24836
H: -0.80719 -3.68053 -3.23732
H: 0.75709 -1.97732 -4.19507
H: 1.51276 -0.09746 -2.76247
O: 1.99152 1.54300 -1.26592

Run b
A molecular structure, C13H14MnN4O4. Source: the OMol25 dataset; level of theory: wB97M-V/def2-TZVPD.

As for the frontier orbital gap (spin up / spin down): 0.2824 / 0.2915 Eh. As for the spin multiplicity: 2. The HOMO energy (spin up / spin down) is -8.54 / -8.79 eV. Its expectation value of S² is 0.772.

Atoms and positions in Å:
Mn: 0.21967 -1.44836 0.01091
N: 0.64469 -1.31820 2.09977
C: 2.11670 -1.38126 2.22843
C: 2.71262 -1.99469 0.95524
O: 3.60211 -2.82155 1.00315
N: 2.12751 -1.45762 -0.15076
C: 2.46288 -2.06267 -1.43149
C: 1.37061 -1.67792 -2.41586
O: 1.51303 -1.77092 -3.61226
O: 0.26585 -1.24847 -1.84255
H: 0.26888 -0.57794 2.68059
H: 0.23831 -2.19474 2.40890
H: 2.44321 -1.94611 3.09910
H: 2.48378 -0.35763 2.31375
H: 2.48855 -3.15477 -1.34898
H: 3.43183 -1.74633 -1.81695
N: -1.88122 -1.10019 -0.22254
C: -2.25550 0.28594 -0.26308
C: -3.52909 0.74125 -0.43259
C: -3.78912 2.12894 -0.48643
C: -2.77282 3.03418 -0.38963
C: -1.43943 2.59249 -0.21879
C: -0.32540 3.45717 -0.13991
C: 0.92584 2.93042 0.00249
C: 1.07663 1.53455 0.09055
N: 0.06449 0.70414 0.04381
C: -1.18729 1.20916 -0.13520
H: -1.95196 -1.54371 -1.13647
H: -2.42346 -1.64917 0.43341
H: -4.34493 0.03741 -0.54072
H: -4.80567 2.47256 -0.62153
H: -2.97902 4.09523 -0.45035
H: -0.46839 4.52879 -0.20500
H: 1.79828 3.56639 0.04586
H: 2.05398 1.07482 0.18722
O: -0.15614 -2.94117 0.25791

Energies, relative to the best one, in hartree: run a 0.0024; run b 0.0000.

Run a
C9H19NO2 in the gas phase. Source: the OMol25 dataset; level of theory: wB97M-V/def2-TZVPD.

As for the frontier orbital gap: 0.3691 Eh. Its structure (SMILES) is CCCCCC[C@H](N)CC(=O)O. The HOMO energy is -9.35 eV.

Atoms and positions in Å:
C: -5.50825 -0.48725 0.45205
C: -4.00414 -0.29462 0.60525
C: -3.49090 0.84224 -0.27590
C: -2.00334 1.13716 -0.08275
C: -1.09627 0.01559 -0.58254
C: 0.37896 0.39133 -0.47038
H: 0.60094 0.67027 0.56237
H: 0.59283 1.25717 -1.09933
C: 1.28748 -0.77034 -0.88171
N: 1.10403 -1.87402 0.03105
H: 1.65015 -2.67844 -0.25506
H: 1.39666 -1.61739 0.96768
C: 2.76665 -0.29054 -1.01348
C: 3.23726 0.39287 0.23654
O: 3.40827 1.57416 0.37470
O: 3.44303 -0.47740 1.24289
H: 3.73604 -0.00586 2.03838
H: 3.40024 -1.15896 -1.20234
H: 2.84879 0.41151 -1.84207
H: 0.98111 -1.12446 -1.87392
H: -1.26123 -0.89317 -0.00479
H: -1.33244 -0.20216 -1.62643
H: -1.75526 2.05485 -0.62242
H: -1.80708 1.31668 0.97682
H: -4.05945 1.74660 -0.04396
H: -3.67652 0.59745 -1.32435
H: -3.77201 -0.07221 1.64934
H: -3.49634 -1.22329 0.34117
H: -5.75872 -0.72205 -0.58038
H: -5.85744 -1.30135 1.08321
H: -6.04113 0.41847 0.73447

Run b
2 unconnected molecules or ions with the total composition C9H19NO2. Source: the OMol25 dataset; level of theory: wB97M-V/def2-TZVPD.

As for the frontier orbital gap: 0.3797 Eh. Its structure (SMILES) is C[C@H]1[C@H](C)[C@H]1C.NCCOC=O. The HOMO energy is -9.39 eV.

Atoms and positions in Å:
C: -2.50501 1.27135 1.77970
C: -1.74142 1.38575 0.47067
C: 0.32077 2.33831 0.95124
C: 3.01810 -3.05204 -1.38503
C: 1.67317 -2.67263 -0.79623
C: 1.25601 -1.18122 -0.76216
C: 2.21416 -0.08834 -1.14916
C: 0.59063 -2.15026 -1.74585
C: -0.87962 -2.49069 -1.73262
H: -4.01795 2.26122 2.76688
H: -2.68190 3.20213 2.23785
H: -1.76451 1.10316 2.58441
H: -3.15697 0.41744 1.65486
H: -1.04973 0.50053 0.40654
H: -2.32094 1.47855 -0.45735
H: 1.12661 2.93806 0.50272
H: 2.90546 -3.88217 -2.04827
H: 3.78796 -3.30536 -0.61322
H: 3.48542 -2.23989 -2.04371
H: 1.32976 -3.20742 0.08209
H: 0.69669 -1.06564 0.16080
H: 1.80047 0.86885 -0.82372
H: 2.23458 0.12495 -2.24585
H: 3.25846 -0.26707 -0.87471
H: 0.97316 -1.90141 -2.73148
H: -1.03391 -3.33944 -2.40313
H: -1.13567 -2.78677 -0.68084
H: -1.46106 -1.59181 -2.04349
N: -3.36180 2.45499 2.02642
O: -0.89375 2.55078 0.42906
O: 0.50324 1.61743 1.89611

Energies, relative to the best one, in hartree: run a 0.0000; run b 0.0959.

Run a
F2O3S in the gas phase. Source: the OMol25 dataset; level of theory: wB97M-V/def2-TZVPD.

As for the frontier orbital gap: 0.3763 Eh. Its structure (SMILES) is O=S(=O)(F)OF. The HOMO energy is -12.28 eV.

Atoms and positions in Å:
O: -1.31881 0.03875 -1.34245
O: -0.21163 -1.30811 0.45352
O: 1.35278 0.75716 -0.24822
F: 1.96524 -0.26804 0.44584
F: -1.24701 0.88042 0.87032
S: -0.54057 -0.10018 -0.17901

Run b
2 unconnected molecules or ions with the total composition F2O3S. Source: the OMol25 dataset; level of theory: wB97M-V/def2-TZVPD.

As for the frontier orbital gap (spin up / spin down): 0.3432 / 0.3193 Eh. The HOMO energy (spin up / spin down) is -12.90 / -11.64 eV.

Atoms and positions in Å:
O: -1.52804 0.90836 0.69201
O: -1.31059 -0.03803 -1.53080
O: 1.88748 0.60457 0.38388
F: 2.97020 -0.05515 -0.07163
F: -1.11493 -1.39993 0.70036
S: -0.90412 -0.01981 -0.17382

Run c
2 unconnected molecules or ions with the total composition F2O3S. Source: the OMol25 dataset; level of theory: wB97M-V/def2-TZVPD.

As for the frontier orbital gap (spin up / spin down): 0.2586 / 0.2587 Eh. The HOMO energy (spin up / spin down) is -10.99 / -11.00 eV.

Atoms and positions in Å:
O: -0.46282 -0.50553 1.35804
O: -1.28843 1.24376 -0.29255
O: 1.72246 -0.02316 -0.75196
F: 2.13273 0.37230 0.46957
F: -1.45742 -1.27991 -0.91436
S: -0.77392 -0.03889 0.07389

Energies, relative to the best one, in hartree: run a 0.0000; run b 0.0562; run c 0.0825.

Run a
C4H4FN in the gas phase. Source: the OMol25 dataset; level of theory: wB97M-V/def2-TZVPD.

As for the frontier orbital gap: 0.4175 Eh. Its structure (SMILES) is C=C(F)CC#N. The HOMO energy is -10.58 eV.

Atoms and positions in Å:
C: 1.39192 -0.77347 -0.15586
C: -1.13261 0.36576 -1.00726
C: -0.65924 0.63624 0.17108
C: 0.52795 -0.44314 0.95354
N: 2.13028 -1.19680 -0.93660
F: -0.82350 1.81316 0.84072
H: -1.56691 1.09461 -1.61914
H: -0.74953 -0.44473 -1.47468
H: -0.00928 -1.25891 1.41025
H: 0.89093 0.20727 1.81796

Run b
C4H4FN in the gas phase. Source: the OMol25 dataset; level of theory: wB97M-V/def2-TZVPD.

As for the frontier orbital gap: 0.3930 Eh. Its structure (SMILES) is C/C(C#N)=C/F. The HOMO energy is -10.06 eV.

Atoms and positions in Å:
C: 0.81230 0.99897 -0.01937
C: -0.05934 -0.22977 -0.00142
C: -1.40836 -0.16596 -0.00344
C: 0.57158 -1.52336 -0.00369
H: 0.20059 1.91431 0.01795
H: 1.44563 1.03408 0.89726
H: 1.43893 1.01318 -0.87764
H: -1.95495 0.76846 0.00132
N: 1.11663 -2.55176 -0.00427
F: -2.16300 -1.25815 -0.00670

Energies, relative to the best one, in hartree: run a 0.0447; run b 0.0000.

Run a
2 unconnected molecules or ions with the total composition C2H5OS. Source: the OMol25 dataset; level of theory: wB97M-V/def2-TZVPD.

As for the frontier orbital gap: 0.2315 Eh. Its net charge is -1. The HOMO energy is -2.65 eV.

Atoms and positions in Å:
S: 1.54386 2.11179 1.54951
H: 2.09356 3.31093 1.32740
O: -1.06166 -2.10256 -1.56769
C: -1.13652 -1.27626 -0.69437
C: -0.02126 -0.40185 -0.20791
H: -2.11118 -1.10584 -0.18819
H: -0.27312 0.64782 -0.35248
H: 0.07365 -0.55645 0.87096
H: 0.89268 -0.62758 -0.73722

Run b
2 unconnected molecules or ions with the total composition C2H5OS. Source: the OMol25 dataset; level of theory: wB97M-V/def2-TZVPD.

As for the frontier orbital gap: 0.2504 Eh. Its net charge is -1. The HOMO energy is -2.75 eV.

Atoms and positions in Å:
S: -2.29990 -0.55196 1.06508
H: -1.76200 -1.77617 1.07370
O: 2.20353 -0.31769 0.40149
C: 1.00489 0.05876 0.39229
C: 0.21422 0.54799 -0.84419
H: 0.50396 0.11591 1.35650
H: 0.85635 1.00541 -1.67953
H: -0.17312 -0.37040 -1.35590
H: -0.54792 1.28815 -0.40945

Energies, relative to the best one, in hartree: run a 0.0000; run b 0.0132.

Run a
2 unconnected molecules or ions with the total composition C2H5OS. Source: the OMol25 dataset; level of theory: wB97M-V/def2-TZVPD.

As for the frontier orbital gap: 0.2351 Eh. Its net charge is -1. The HOMO energy is -2.51 eV.

Atoms and positions in Å:
S: 0.65652 -2.52329 -1.42804
H: 1.58127 -3.10688 -2.20451
O: 0.52272 -0.22222 1.77901
C: 0.30807 0.25299 0.69482
C: -0.81894 1.21184 0.39948
H: 1.02533 0.03611 -0.10885
H: -0.89960 2.02627 1.11341
H: -1.77012 0.68609 0.33544
H: -0.60524 1.63909 -0.58076

Run b
2 unconnected molecules or ions with the total composition C2H5OS. Source: the OMol25 dataset; level of theory: wB97M-V/def2-TZVPD.

As for the frontier orbital gap: 0.2730 Eh. Its net charge is -1. The HOMO energy is -3.21 eV.

Atoms and positions in Å:
S: -1.90201 1.17397 -2.23915
H: -0.61441 1.59360 -2.56906
C: 0.80146 -1.25691 0.87006
C: 0.30240 0.02740 0.85014
O: -0.72365 0.71719 0.45741
H: 1.49216 -1.43467 1.65208
H: 0.70439 -2.11915 0.17952
H: 0.99342 0.83422 1.33339
H: -1.05376 0.46436 -0.53439

Energies, relative to the best one, in hartree: run a 0.0000; run b 0.0331.

Run a
C7H7NO in the gas phase. Source: the OMol25 dataset; level of theory: wB97M-V/def2-TZVPD.

As for the frontier orbital gap: 0.3315 Eh. The HOMO energy is -8.46 eV.

Atoms and positions in Å:
C: 2.26477 1.13475 -0.16277
C: -0.38332 1.28620 0.43216
C: 2.88140 -0.03691 -0.25599
C: 0.83876 0.85845 0.01290
C: 0.83162 -0.71402 -0.04558
C: -1.35538 -0.52778 0.34293
C: -2.60348 -0.74336 -0.38544
N: -0.31061 -1.27470 0.05811
O: 2.11758 -1.15670 -0.07929
H: 2.73302 2.14309 -0.28326
H: -0.63809 2.19355 0.88761
H: 3.96092 -0.27171 -0.31201
H: -1.57391 -0.42268 1.38387
H: -2.66903 -1.76754 -0.21752
H: -2.62895 -0.48401 -1.48704
H: -3.46529 -0.21663 0.11132

Run b
2 unconnected molecules or ions with the total composition C7H7NO. Source: the OMol25 dataset; level of theory: wB97M-V/def2-TZVPD.

As for the frontier orbital gap: 0.3850 Eh. Its structure (SMILES) is C#[N+][O-].c1ccccc1. The HOMO energy is -9.60 eV.

Atoms and positions in Å:
C: 1.73572 -1.27906 -0.42985
C: 2.16414 -0.15238 0.25347
C: 0.41369 -1.68502 -0.34560
C: 1.27296 0.56139 1.03601
C: -0.47783 -0.97129 0.43625
C: -0.04325 0.14232 1.13378
C: -1.95718 1.90829 -1.13776
N: -3.04628 1.56938 -0.95867
O: -4.19001 1.36834 -0.75728
H: 2.43347 -1.84220 -1.03181
H: 3.19424 0.16251 0.17372
H: 0.07945 -2.55694 -0.88960
H: 1.59737 1.44198 1.57057
H: -1.51300 -1.27554 0.50392
H: -0.73941 0.69884 1.74562
H: -0.92408 1.90939 -1.30278

Energies, relative to the best one, in hartree: run a 0.0325; run b 0.0000.